1.
DFT (ωB97M-V with the def2-TZVPD basis set) results for 5 unconnected molecules or ions with the total composition C26H55F3N4O18P2S in a non-equilibrium geometry.

Geometry as XYZ:
```
109
Properties=species:S:1:pos:R:3:lowdin_charge:R:1
C 2.4112 0.8733 5.0437 -0.127
C 1.6979 0.9326 3.6198 -0.204
C 1.3775 -0.6006 3.2099 -0.294
C 0.4906 -1.2591 4.3766 -0.072
C 0.6846 -0.6885 1.7734 -0.300
O -0.7241 -0.9023 1.9084 -0.143
C -1.4526 -0.5023 0.7403 -0.182
C -2.4371 0.7096 1.0843 -0.062
C -3.7627 0.2798 1.8538 -0.241
O -3.6195 -0.8511 2.7060 -0.004
C -5.0330 0.0196 0.9083 -0.399
F -4.8997 -1.1764 0.2008 0.096
F -5.2765 1.0512 -0.0209 0.066
F -6.1464 -0.0814 1.7574 0.078
C 1.4186 -1.8634 0.9407 -0.377
O 1.4426 -3.0111 1.8276 -0.148
C 1.1477 -4.2376 1.1767 -0.579
C 1.2828 -5.5128 2.1295 -0.067
C 1.0950 -5.2244 3.6804 -0.586
N 1.1570 -6.5895 4.3538 0.032
N -0.2214 -4.6423 4.0467 0.063
N 2.2207 -4.4569 4.2905 0.080
O -0.1621 -4.3026 0.5546 -0.117
N -1.1305 -3.7488 1.3324 -0.001
O -2.1723 -3.9873 0.7920 0.053
P 2.3835 -4.5462 -0.2760 0.468
S 1.6239 -4.0880 -2.0235 0.158
P 3.1529 -1.1493 0.5458 0.961
C 4.4667 -1.9240 1.6543 -0.286
O 3.6337 -1.5921 -1.0538 -0.393
H 2.9455 -0.0989 5.2528 0.072
H 3.1838 1.7038 5.1584 0.074
H 1.5906 0.9948 5.8263 0.077
H 0.7100 1.4747 3.6090 0.114
H 2.4490 1.2935 2.8574 0.098
H 2.3823 -1.1282 3.2589 0.105
H -0.1412 -2.1247 4.0167 0.057
H -0.0924 -0.4913 4.9695 0.082
H 1.2321 -1.7161 5.1169 0.073
H 0.8615 0.2728 1.1975 0.132
H -0.7874 -0.1601 -0.1069 0.132
H -2.0984 -1.3578 0.3484 0.121
H -1.9021 1.5166 1.6720 0.131
H -2.7291 1.1691 0.0844 0.104
H -4.0589 1.1509 2.5240 0.166
H -3.4235 -1.6567 2.1928 0.095
H 0.8859 -2.0287 -0.0442 0.105
H 2.3464 -5.9090 2.0101 0.114
H 0.5058 -6.2972 1.8487 0.141
H 0.8533 -7.3234 3.7070 0.058
H 0.5195 -6.5913 5.1629 0.071
H -0.3672 -4.6206 5.0592 0.083
H -0.9323 -5.2825 3.6586 0.082
H 2.5339 -4.9017 5.1525 0.075
H 2.9746 -4.3170 3.6190 0.053
H 2.5903 -5.9779 -0.3086 -0.003
H 3.6654 -3.9735 -0.0202 -0.016
H 5.0452 -1.0842 2.1678 0.047
H 5.2448 -2.4527 1.0050 0.049
H 4.0733 -2.5901 2.4768 0.023
H 3.9134 -0.7338 -1.4332 0.030
C -9.1479 5.6135 4.7579 -0.048
O -8.4100 5.3075 3.5766 -0.001
C -8.2149 3.9963 3.3764 -0.609
O -8.6009 3.1074 4.0903 0.126
O -7.5156 3.8495 2.2440 0.008
C -7.2317 2.4916 1.9028 -0.052
H -9.2440 6.6973 4.8164 0.092
H -10.1480 5.1790 4.7111 0.098
H -8.6171 5.2642 5.6453 0.098
H -8.1558 1.9336 1.7430 0.107
H -6.6261 2.0195 2.6764 0.089
H -6.6655 2.4939 0.9743 0.078
C -3.1298 1.0390 -2.8495 -0.035
O -1.9217 1.7735 -2.6494 -0.006
C -1.5767 2.5557 -3.6810 -0.605
O -2.1847 2.6752 -4.7126 0.123
O -0.4359 3.1819 -3.3638 0.002
C 0.0528 4.0565 -4.3816 -0.032
H -3.3142 0.4475 -1.9532 0.070
H -3.9728 1.7178 -2.9890 0.105
H -3.0320 0.3634 -3.7010 0.103
H -0.6652 4.8535 -4.5821 0.102
H 0.2761 3.5007 -5.2942 0.090
H 0.9755 4.5063 -4.0163 0.088
C 8.8065 2.2111 -1.8334 -0.045
O 7.7980 3.1196 -2.2724 0.004
C 6.5478 2.6632 -2.1257 -0.610
O 6.2340 1.5930 -1.6715 0.114
O 5.7072 3.6052 -2.5724 0.004
C 4.3284 3.2513 -2.4759 -0.043
H 9.7734 2.6849 -1.9996 0.094
H 8.7009 2.0039 -0.7671 0.098
H 8.7700 1.2860 -2.4113 0.098
H 4.0449 3.0851 -1.4350 0.099
H 4.1141 2.3675 -3.0797 0.097
H 3.7450 4.0852 -2.8644 0.089
C 2.7897 1.1484 -10.1143 -0.048
O 1.5894 0.5357 -9.6477 0.001
C 0.8589 1.3101 -8.8339 -0.610
O 1.1344 2.4307 -8.4882 0.118
O -0.2296 0.6205 -8.4722 0.005
C -1.1060 1.3309 -7.5974 -0.042
H 3.2964 0.4329 -10.7611 0.093
H 2.5644 2.0433 -10.6970 0.098
H 3.4499 1.3885 -9.2789 0.098
H -1.4857 2.2324 -8.0812 0.104
H -0.6002 1.5791 -6.6636 0.077
H -1.9493 0.6802 -7.3699 0.097
```

The value obtained for the HOMO energy is -0.30944 hartree. Its total charge is 0. The strongest force on any atom is 2.70 eV/A. The SMILES is CC[C@@H](C)[C@H](OCC[C@H](O)C(F)(F)F)[C@H](O[C@@](CC(N)(N)N)(ON=O)[PH2]=S)P(C)O.COC(=O)OC.COC(=O)OC.COC(=O)OC.COC(=O)OC. Its calculated total energy is -108229.09596 eV.

=====

2.
DFT (ωB97M-V with the def2-TZVPD basis set) results for 6 unconnected molecules or ions with the total composition C26H55FO9S in a non-equilibrium geometry.

Geometry as XYZ:
```
92
Properties=species:S:1:pos:R:3:lowdin_charge:R:1
C 2.7373 -2.9137 -0.2674 0.187
C 1.9520 -2.2340 -0.8563 -0.062
C 0.9391 -1.3977 -1.4926 -0.258
O 1.4852 -0.0660 -1.6126 0.026
C 1.6210 0.3565 -0.3067 -0.455
O 2.5122 1.0394 0.0751 0.172
C 0.4312 -0.1806 0.4843 -0.023
C -0.2590 -1.0683 -0.5514 -0.273
S -1.1097 -2.4565 0.1433 0.639
O -2.3067 -1.9621 0.7246 -0.239
O -0.2547 -3.2802 0.9147 -0.222
F -1.4655 -3.2035 -1.1716 -0.118
H 3.4276 -3.4765 0.3146 0.055
H 0.6465 -1.8049 -2.4535 0.163
H -0.1846 0.6672 0.7736 0.127
H 0.7150 -0.7604 1.3575 0.140
H -0.9433 -0.5006 -1.1775 0.152
C 4.3656 -7.6106 -1.2250 -0.078
C 4.4033 -6.2862 -1.9688 -0.284
O 5.4598 -5.4305 -1.5701 -0.170
C 6.7713 -5.9376 -1.7429 -0.283
C 7.1220 -6.2805 -3.1805 -0.079
H 4.2917 -7.4426 -0.1497 0.081
H 3.5024 -8.1938 -1.5468 0.077
H 5.2576 -8.2107 -1.4087 0.066
H 3.4895 -5.7283 -1.7611 0.108
H 4.4315 -6.4539 -3.0513 0.108
H 6.9382 -6.8030 -1.0913 0.107
H 7.4287 -5.1446 -1.3863 0.118
H 6.4956 -7.0803 -3.5773 0.065
H 8.1591 -6.6117 -3.2403 0.077
H 6.9982 -5.4072 -3.8222 0.082
C -5.1573 0.8452 1.3358 -0.067
C -3.9001 0.7476 0.4912 -0.292
O -3.7070 1.8322 -0.4036 -0.160
C -3.5541 3.1086 0.1922 -0.276
C -2.3538 3.2053 1.1185 -0.075
H -6.0399 0.9235 0.6986 0.083
H -5.2527 -0.0431 1.9610 0.070
H -5.1462 1.7139 1.9957 0.071
H -3.9543 -0.1368 -0.1410 0.107
H -3.0205 0.6180 1.1302 0.093
H -4.4708 3.4081 0.7131 0.108
H -3.4280 3.7988 -0.6425 0.118
H -2.4429 2.5352 1.9745 0.071
H -2.2479 4.2188 1.5048 0.072
H -1.4368 2.9486 0.5846 0.072
C 1.0221 6.9159 0.7339 -0.078
C 0.4856 6.4076 2.0613 -0.284
O 0.5873 5.0059 2.2287 -0.173
C 1.8956 4.4619 2.1829 -0.279
C 2.8339 5.0055 3.2462 -0.077
H 0.5114 6.4266 -0.0967 0.080
H 0.8631 7.9919 0.6558 0.076
H 2.0914 6.7307 0.6254 0.066
H -0.5813 6.6235 2.1298 0.114
H 0.9671 6.9317 2.8949 0.107
H 2.3311 4.5909 1.1856 0.109
H 1.7612 3.3899 2.3291 0.114
H 3.0090 6.0761 3.1320 0.065
H 3.7991 4.5028 3.1798 0.078
H 2.4213 4.8369 4.2419 0.081
C -8.0149 -1.7106 2.7570 -0.076
C -7.2865 -2.0436 4.0479 -0.282
O -7.3360 -1.0177 5.0225 -0.160
C -8.6259 -0.6430 5.4696 -0.284
C -9.4150 -1.7706 6.1133 -0.081
H -7.6160 -0.7929 2.3234 0.063
H -7.8905 -2.5205 2.0375 0.079
H -9.0850 -1.5680 2.9134 0.067
H -6.2252 -2.1866 3.8421 0.116
H -7.6560 -2.9885 4.4630 0.107
H -9.2009 -0.1924 4.6521 0.107
H -8.4518 0.1452 6.2022 0.118
H -9.6237 -2.5792 5.4118 0.065
H -10.3710 -1.3935 6.4779 0.076
H -8.8628 -2.1905 6.9550 0.081
C 4.5939 3.6738 -5.7280 -0.082
C 3.9891 2.4001 -6.2945 -0.287
O 4.6862 1.2200 -5.9438 -0.161
C 4.7798 0.9422 -4.5561 -0.275
C 3.4428 0.7784 -3.8556 -0.081
H 5.6330 3.7759 -6.0438 0.080
H 4.0348 4.5407 -6.0821 0.075
H 4.5719 3.6885 -4.6377 0.065
H 4.0218 2.4341 -7.3839 0.117
H 2.9323 2.3222 -6.0128 0.106
H 5.3818 1.7073 -4.0523 0.108
H 5.3423 0.0105 -4.4934 0.118
H 2.8496 1.6936 -3.8849 0.071
H 3.5989 0.5204 -2.8108 0.065
H 2.8590 -0.0135 -4.3288 0.083
```

The value obtained for the HOMO energy is -0.34901 hartree. The energy above the lowest of the compared OMol25 structures with the same formula, charge and spin is 0.00 kJ/mol. Its total charge is 0. The strongest force on any atom is 1.55 eV/A. The SMILES is C#C[C@@H]1OC(=O)C[C@@H]1S(=O)(=O)F.CCOCC.CCOCC.CCOCC.CCOCC.CCOCC. Its calculated total energy is -59829.53634 eV.

=====

Number 1: LUMO level 0.01 eV. Number 2: LUMO level 0.45 eV.